Molecular formula: C49H55AsN5P3PtSe
Method: DFT, ωB97M-V/def2-TZVPD

Last column: Mulliken charge in e.
Geometry (Å):
Pt (1.272, -0.989, -0.102)  4.16
C (1.815, -1.507, 3.525)  -1.60
P (0.628, -1.581, 2.156)  0.55
C (0.317, -3.399, 2.019)  -0.16
N (0.275, -4.150, 3.062)  -0.29
C (-0.079, -5.428, 3.082)  0.36
C (-0.128, -6.229, 4.239)  -0.60
C (-0.532, -7.531, 4.148)  -0.64
C (-0.912, -8.096, 2.906)  -0.64
C (-0.879, -7.362, 1.753)  -0.71
C (-0.475, -6.015, 1.795)  0.36
N (-0.374, -5.217, 0.741)  0.02
C (0.032, -4.001, 0.736)  -0.11
P (0.230, -3.030, -0.840)  -0.18
C (-1.452, -3.098, -1.517)  -1.57
C (1.303, -4.115, -1.922)  1.76
C (1.537, -3.289, -3.195)  -1.73
C (2.618, -4.355, -1.177)  -1.68
C (0.618, -5.432, -2.274)  -1.58
C (-1.000, -0.936, 2.805)  2.13
C (-0.719, 0.529, 3.169)  -2.15
C (-2.022, -1.036, 1.671)  -1.31
C (-1.506, -1.701, 4.027)  -1.69
H (1.335, -1.797, 4.458)  0.43
H (2.199, -0.490, 3.610)  0.41
H (2.641, -2.187, 3.326)  0.44
H (0.135, -5.780, 5.187)  0.52
H (-0.571, -8.144, 5.038)  0.46
H (-1.229, -9.130, 2.872)  0.47
H (-1.137, -7.797, 0.796)  0.52
H (-1.803, -4.130, -1.527)  0.52
H (-1.444, -2.712, -2.537)  0.47
H (-2.124, -2.488, -0.915)  0.32
H (1.957, -2.309, -2.967)  0.08
H (0.618, -3.156, -3.768)  0.40
H (2.243, -3.821, -3.835)  0.64
H (3.057, -3.420, -0.819)  0.24
H (3.335, -4.823, -1.853)  0.58
H (2.486, -5.025, -0.325)  0.34
H (-0.242, -5.289, -2.927)  0.40
H (0.306, -5.995, -1.393)  0.23
H (1.335, -6.059, -2.810)  0.50
H (-0.136, 1.034, 2.396)  0.54
H (-0.176, 0.608, 4.112)  0.49
H (-1.665, 1.064, 3.283)  0.31
H (-1.652, -0.566, 0.759)  -0.13
H (-2.948, -0.540, 1.970)  0.56
H (-2.265, -2.079, 1.448)  0.25
H (-0.752, -1.807, 4.807)  0.28
H (-1.885, -2.689, 3.765)  0.40
H (-2.335, -1.143, 4.466)  0.55
Se (5.397, -1.548, 1.548)  0.36
N (6.388, -1.221, 0.164)  -0.74
C (5.599, -0.895, -0.846)  0.51
C (6.006, -0.545, -2.161)  -0.83
C (5.022, -0.239, -3.050)  -1.22
C (3.656, -0.279, -2.666)  0.27
N (3.225, -0.597, -1.464)  0.35
C (4.191, -0.903, -0.543)  -0.05
N (3.862, -1.238, 0.693)  -0.09
H (7.056, -0.534, -2.424)  0.52
H (5.264, 0.040, -4.066)  0.54
H (2.893, -0.037, -3.398)  0.04
C (-1.410, 1.638, -0.831)  -1.06
C (-1.629, 2.989, -1.512)  -1.37
As (-3.431, 3.736, -1.130)  0.61
C (-3.380, 5.603, -1.444)  0.53
C (-2.476, 6.188, -2.345)  -0.32
C (-2.484, 7.557, -2.503)  -0.66
C (-3.423, 8.335, -1.821)  -0.42
C (-4.350, 7.751, -0.959)  -0.71
C (-4.352, 6.382, -0.788)  -0.38
C (-3.694, 3.500, 0.777)  0.10
C (-4.463, 2.436, 1.240)  -0.40
C (-4.628, 2.255, 2.606)  -0.65
C (-4.026, 3.134, 3.499)  -0.58
C (-3.258, 4.193, 3.031)  -0.75
C (-3.093, 4.391, 1.668)  -0.13
P (0.359, 1.112, -0.907)  -0.76
C (1.286, 2.348, 0.024)  0.97
C (0.666, 3.191, 0.950)  -0.90
C (1.419, 4.108, 1.665)  -0.84
C (2.793, 4.190, 1.471)  -1.01
C (3.418, 3.347, 0.560)  -0.92
C (2.672, 2.427, -0.157)  -0.50
C (0.744, 1.271, -2.665)  1.34
C (0.278, 0.251, -3.499)  -0.54
C (0.462, 0.332, -4.870)  -0.55
C (1.125, 1.427, -5.414)  -0.67
C (1.591, 2.441, -4.588)  -0.96
C (1.397, 2.373, -3.214)  -0.54
H (-1.985, 0.861, -1.341)  0.84
H (-1.733, 1.649, 0.212)  0.47
H (-1.542, 2.894, -2.595)  0.88
H (-0.925, 3.752, -1.176)  0.63
H (-1.773, 5.582, -2.903)  0.44
H (-1.773, 8.027, -3.169)  0.42
H (-3.449, 9.404, -1.986)  0.43
H (-5.078, 8.361, -0.443)  0.43
H (-5.092, 5.916, -0.149)  0.49
H (-4.962, 1.774, 0.542)  0.48
H (-5.254, 1.451, 2.969)  0.51
H (-4.182, 3.012, 4.563)  0.50
H (-2.812, 4.891, 3.728)  0.49
H (-2.521, 5.237, 1.307)  0.58
H (-0.405, 3.146, 1.117)  0.50
H (0.934, 4.768, 2.373)  0.57
H (3.377, 4.912, 2.026)  0.46
H (4.487, 3.416, 0.406)  0.54
H (3.161, 1.777, -0.872)  0.51
H (-0.223, -0.609, -3.065)  0.30
H (0.092, -0.452, -5.518)  0.47
H (1.276, 1.490, -6.484)  0.47
H (2.100, 3.294, -5.016)  0.53
H (1.757, 3.174, -2.581)  0.55

Strongest force on any atom (hartree/bohr): 0.01445
2S+1: 5
Gap between HOMO and LUMO (alpha / beta) (eV): 6.50 / 4.38
Energy (a.u.): -7953.1701
Charge: +4